This record from the Open Molecules 2025 dataset describes C52H45BaN5O3P2S as an isolated structure. The level of theory is the ωB97M-V functional and the def2-TZVPD basis.

The geometry in ORCA input format:
```
! wB97M-V def2-TZVPD RIJCOSX def2/J DEFGRID3
* xyz 0 1
Ba 1.249 -0.030 -1.376
O 2.784 -1.239 0.287
C 2.022 -0.642 1.075
C 2.065 -0.936 2.532
C 3.189 -0.808 3.341
C 3.081 -1.008 4.708
C 1.862 -1.369 5.268
C 0.738 -1.520 4.464
C 0.824 -1.278 3.097
P -0.557 -1.382 1.894
C -0.073 -2.892 0.961
C 0.720 -3.903 1.502
C 1.119 -4.980 0.725
C 0.739 -5.060 -0.609
C -0.047 -4.061 -1.162
C -0.448 -2.986 -0.378
C -1.919 -2.018 2.965
C -2.637 -1.052 3.673
C -3.694 -1.408 4.500
C -4.069 -2.740 4.610
C -3.379 -3.708 3.894
C -2.309 -3.350 3.081
H 4.135 -0.535 2.889
H 3.952 -0.892 5.343
H 1.783 -1.533 6.335
H -0.204 -1.813 4.911
H 1.050 -3.832 2.532
H 1.743 -5.752 1.158
H 1.064 -5.894 -1.217
H -0.340 -4.110 -2.204
H -1.056 -2.197 -0.810
H -2.357 -0.008 3.579
H -4.228 -0.644 5.052
H -4.896 -3.022 5.250
H -3.665 -4.750 3.975
H -1.774 -4.117 2.535
N -0.079 -1.211 -6.281
C -1.123 -2.003 -5.841
C -2.064 -2.778 -6.511
C -2.989 -3.443 -5.729
C -2.980 -3.331 -4.329
C -2.042 -2.558 -3.675
C -1.091 -1.894 -4.446
N -0.047 -1.069 -4.056
C 0.518 -0.685 -5.168
C 1.644 0.248 -5.214
C 2.120 0.931 -6.291
S 3.390 1.960 -5.786
C 3.198 1.413 -4.176
N 2.266 0.521 -4.025
H 0.214 -1.072 -7.231
H -2.076 -2.857 -7.590
H -3.740 -4.058 -6.205
H -3.730 -3.861 -3.754
H -2.048 -2.439 -2.604
H 1.781 0.912 -7.313
H 3.731 1.821 -3.322
N 2.599 2.064 -1.333
P 2.525 3.180 -0.282
C 3.496 2.916 1.252
C 3.145 3.429 2.498
C 3.942 3.186 3.610
C 5.101 2.433 3.482
C 5.453 1.910 2.244
C 4.648 2.142 1.138
C 3.094 4.833 -0.848
C 2.877 5.136 -2.191
C 3.263 6.363 -2.712
C 3.883 7.299 -1.895
C 4.115 7.002 -0.559
C 3.721 5.775 -0.039
C 0.859 3.558 0.383
C 0.192 4.757 0.155
C -1.122 4.925 0.580
C -1.778 3.896 1.236
C -1.117 2.697 1.475
C 0.190 2.530 1.052
H 2.239 4.014 2.606
H 3.656 3.580 4.577
H 5.723 2.244 4.348
H 6.350 1.311 2.143
H 4.887 1.711 0.173
H 2.408 4.386 -2.818
H 3.084 6.590 -3.756
H 4.190 8.255 -2.299
H 4.607 7.725 0.079
H 3.911 5.552 1.004
H 0.695 5.569 -0.356
H -1.631 5.863 0.394
H -2.805 4.023 1.558
H -1.624 1.882 1.971
H 0.702 1.589 1.253
O -3.362 0.513 0.425
C -3.191 -0.310 -0.593
O -2.253 -0.244 -1.356
C -4.283 -1.377 -0.700
N -5.391 -1.070 0.222
C -5.703 -2.270 1.033
C -5.008 -3.428 0.324
C -3.765 -2.755 -0.251
H -4.601 -1.415 -1.745
H -6.202 -0.730 -0.274
H -4.238 0.247 0.802
H -6.782 -2.399 1.117
H -5.299 -2.147 2.043
H -5.636 -3.825 -0.477
H -4.760 -4.242 1.005
H -3.304 -3.309 -1.067
H -3.019 -2.637 0.536
*
```

orbital gap	6.30	eV
F_max	0.7	eV/A
energy relative to the best compared isomer or geometry (same formula, charge and spin)	48.72	kJ/mol
M	1019.31	g/mol
HOMO energy	-6.1	eV
calculated total energy	-98356.3780	eV